1.
Density functional theory data (ωB97M-V/def2-TZVPD) for a 14-piece molecular cluster, C44H124N8O17 overall.

Calculated values
- highest occupied orbital energy (eV) = -8.47
- HOMO-LUMO gap (Ha) = 0.323
- energy relative to the best compared isomer or geometry (same formula, charge and spin) (kJ/mol) = 799.31
- charge = 0
- E (eV) = -94351.0095

Geometry as XYZ:
```
193
Properties=species:S:1:pos:R:3:mulliken_charge:R:1
C -2.13332 -15.45728 -7.47597 -0.49
O -1.47546 -16.72863 -7.73906 -0.50
H -2.91682 -15.50873 -6.71994 0.23
H -1.39296 -14.77206 -7.06310 0.24
H -2.47866 -14.99727 -8.40183 0.24
H -0.75505 -16.62433 -8.36495 0.29
C 3.01856 -19.27343 -11.68221 -0.53
O 1.67689 -19.04547 -11.95302 -0.49
H 3.46091 -19.55338 -12.63827 0.24
H 3.57212 -18.39532 -11.34965 0.24
H 3.17743 -20.11147 -11.00355 0.23
H 1.69156 -18.46473 -12.71731 0.31
C -1.96660 -23.99566 -15.07623 -0.52
O -2.65611 -25.12472 -15.46600 -0.48
H -1.08097 -24.15772 -14.46182 0.28
H -1.59664 -23.53682 -15.99312 0.19
H -2.71293 -23.35475 -14.60683 0.23
H -2.47713 -25.72784 -14.74087 0.31
C -4.54117 -22.12732 -20.69090 -0.40
O -4.47536 -23.55145 -20.53664 -0.52
H -4.10181 -21.60805 -19.83919 0.21
H -4.04009 -22.01706 -21.65260 0.19
H -5.54400 -21.70320 -20.74142 0.21
H -4.24239 -23.86848 -19.66096 0.30
C 3.03431 -9.42920 -16.41501 -0.55
O 1.87613 -10.10404 -16.80737 -0.49
H 2.78665 -8.61247 -15.73697 0.24
H 3.74983 -10.01095 -15.83391 0.26
H 3.51560 -8.98931 -17.28847 0.24
H 1.33158 -9.45741 -17.26229 0.30
C 2.31490 -12.18017 -11.29220 -0.54
O 3.33425 -11.84883 -10.40265 -0.49
H 1.88711 -13.12714 -10.96300 0.26
H 1.65562 -11.33471 -11.48876 0.24
H 2.75676 -12.54798 -12.21825 0.22
H 2.86117 -11.78023 -9.57013 0.31
C -11.13902 -18.96581 -2.30900 -0.70
O -11.78193 -17.98914 -3.10352 -0.33
C -11.01783 -17.39122 -4.18557 -0.51
C -11.80724 -16.34197 -4.88211 -0.62
N -11.64910 -14.97514 -4.29608 -0.44
C -10.42994 -14.27980 -4.68030 -0.56
C -10.51743 -13.63238 -6.09291 -0.75
O -9.89394 -14.46068 -7.02630 -0.24
C -9.51849 -13.85398 -8.20561 -0.74
H -11.94561 -19.22551 -1.62337 0.22
H -10.28838 -18.48803 -1.82297 0.29
H -10.79757 -19.77752 -2.95137 0.29
H -10.56859 -18.14233 -4.83528 0.43
H -10.10448 -16.94574 -3.79131 0.31
H -12.86417 -16.60377 -4.83266 0.38
H -11.61618 -16.39686 -5.95383 0.29
H -11.75547 -15.08010 -3.29719 0.26
H -9.59517 -14.97461 -4.77256 0.25
H -10.05283 -13.58371 -3.93108 0.49
H -9.94750 -12.70414 -6.05209 0.46
H -11.52479 -13.50861 -6.49041 0.40
H -8.93262 -12.93947 -8.11333 0.30
H -10.42721 -13.55741 -8.72943 0.31
H -8.91253 -14.53141 -8.80729 0.20
C 0.30451 -3.63750 -17.98408 -0.76
O -0.42953 -4.47085 -18.86652 -0.30
C 0.42539 -5.37832 -19.60791 -0.73
C -0.47126 -6.23361 -20.60565 -0.64
N -1.22176 -7.17034 -19.71996 -0.25
C -2.35739 -7.73092 -20.42128 -0.70
C -2.02976 -8.66168 -21.65475 -0.47
O -3.14039 -9.37703 -21.91885 -0.29
C -3.23853 -9.96322 -23.16766 -0.77
H 1.38155 -3.79878 -17.93829 0.36
H -0.06738 -3.79732 -16.97204 0.22
H 0.09434 -2.62113 -18.31715 0.25
H 0.98708 -6.06551 -18.97517 0.39
H 1.20595 -4.90109 -20.20043 0.46
H 0.23533 -6.74517 -21.25921 0.35
H -1.02882 -5.53083 -21.22476 0.38
H -1.43419 -6.66750 -18.87018 0.27
H -2.88774 -6.84848 -20.77925 0.29
H -2.91415 -8.39314 -19.75827 0.41
H -1.17518 -9.29853 -21.42624 0.31
H -1.70774 -8.02898 -22.48185 0.33
H -2.41172 -10.58534 -23.51035 0.31
H -3.48187 -9.29697 -23.99530 0.30
H -4.08080 -10.64306 -23.03917 0.28
C 1.05944 -30.04496 -24.12608 -0.76
O 1.38118 -28.62337 -24.13405 -0.28
C 1.61571 -28.20137 -25.57378 -0.68
C 2.05111 -26.69804 -25.49006 -0.54
N 1.11691 -25.96188 -24.69352 -0.31
C 1.50487 -24.56561 -24.46509 -0.84
C 2.56340 -24.50404 -23.35213 -0.47
O 1.87196 -24.97300 -22.16074 -0.30
C 2.63316 -25.07834 -21.03287 -0.82
H 0.19747 -30.34989 -24.71949 0.31
H 0.82548 -30.32227 -23.09824 0.23
H 1.84991 -30.60718 -24.62326 0.30
H 0.66812 -28.28113 -26.10652 0.36
H 2.39247 -28.79539 -26.05528 0.42
H 2.16896 -26.20986 -26.45748 0.40
H 3.07179 -26.77177 -25.11474 0.25
H 0.99642 -26.31944 -23.75665 0.34
H 0.68354 -23.85686 -24.35932 0.35
H 1.93434 -24.22871 -25.40856 0.37
H 2.91200 -23.47638 -23.24970 0.46
H 3.40657 -25.10873 -23.68606 0.29
H 2.05495 -25.37555 -20.15799 0.26
H 3.03972 -24.10233 -20.76790 0.32
H 3.50244 -25.73593 -21.03961 0.32
C 6.72309 -15.27569 -18.92706 -1.34
C 5.84382 -15.72714 -20.10433 0.37
C 6.31115 -15.63961 -21.53715 -0.66
O 7.34805 -16.58866 -21.68484 -0.32
C 7.80395 -16.80459 -22.99313 -0.83
N 5.30327 -16.94375 -19.67710 -0.70
H 7.25070 -14.37923 -19.25277 0.33
H 7.50713 -16.00986 -18.74162 0.29
H 6.23116 -15.13443 -17.96469 0.36
H 4.99662 -15.04457 -20.03763 0.35
H 6.72333 -14.63842 -21.66293 0.34
H 5.50646 -15.93807 -22.20908 0.37
H 8.88582 -16.92870 -22.94564 0.27
H 7.70543 -15.88005 -23.56201 0.34
H 7.33018 -17.59141 -23.58011 0.28
H 4.46457 -17.09393 -20.21943 0.26
H 5.90398 -17.68234 -20.01432 0.28
C -11.20602 -21.05030 -12.41270 -1.34
C -11.44412 -19.78437 -11.61459 0.55
C -10.10314 -19.00453 -11.36542 -0.60
O -9.16506 -19.91902 -10.81892 -0.30
C -8.01666 -19.13898 -10.45397 -0.69
N -12.36951 -18.91948 -12.30170 -0.76
H -10.56223 -20.83472 -13.26543 0.32
H -12.13637 -21.30038 -12.92260 0.36
H -10.68761 -21.87614 -11.92553 0.31
H -11.88515 -20.04851 -10.65344 0.24
H -10.39512 -18.10234 -10.82792 0.26
H -9.64023 -18.68334 -12.29850 0.34
H -7.35241 -19.21270 -11.31503 0.28
H -7.59328 -19.68137 -9.60861 0.26
H -8.22215 -18.10998 -10.15891 0.26
H -13.32126 -19.22516 -12.15741 0.27
H -12.30698 -18.07149 -11.75664 0.24
C -12.92213 -16.57364 -20.69638 -1.38
C -11.74332 -17.42602 -21.17558 0.25
C -10.49878 -17.43704 -20.26789 -0.55
O -10.32757 -16.30613 -19.44371 -0.38
C -9.60859 -15.20215 -20.05323 -0.72
N -12.00148 -18.79725 -21.27374 -0.71
H -13.90666 -16.83982 -21.08101 0.39
H -12.83179 -15.59118 -21.15976 0.35
H -12.87183 -16.39630 -19.62208 0.31
H -11.50642 -17.03569 -22.16535 0.31
H -9.64300 -17.51103 -20.93893 0.32
H -10.44113 -18.27850 -19.57744 0.36
H -8.64493 -15.54263 -20.43209 0.32
H -9.36164 -14.48798 -19.26770 0.27
H -10.12630 -14.65789 -20.84307 0.27
H -12.56026 -18.91513 -20.44069 0.31
H -12.69014 -18.75849 -22.01155 0.29
C -2.78291 -16.09606 -16.43061 -1.36
C -1.50339 -16.48887 -17.27104 0.46
C -1.63336 -16.20847 -18.80080 -0.71
O -0.58945 -16.79313 -19.66757 -0.32
C -0.87838 -16.49983 -21.03103 -0.71
N -0.41966 -15.69667 -16.64731 -0.77
H -2.54219 -16.34355 -15.39672 0.36
H -3.66054 -16.67699 -16.71409 0.38
H -3.03579 -15.03782 -16.49595 0.32
H -1.31763 -17.55270 -17.12324 0.31
H -1.62337 -15.15425 -19.07757 0.33
H -2.53679 -16.69793 -19.16460 0.34
H -1.89285 -16.72538 -21.35979 0.29
H -0.22745 -17.09306 -21.67325 0.25
H -0.65549 -15.43677 -21.12222 0.31
H 0.41565 -15.91112 -17.17300 0.29
H -0.42860 -14.72191 -16.91169 0.24
C -5.02142 -6.78259 -14.95376 -1.49
C -4.80184 -5.32670 -15.32967 0.51
C -5.96253 -4.38048 -14.84457 -0.91
O -5.70804 -3.01330 -15.13369 -0.36
C -5.54577 -2.56775 -16.46084 -0.65
N -3.60596 -4.77522 -14.67013 -0.74
H -5.91443 -7.21063 -15.40920 0.36
H -5.05983 -6.83018 -13.86547 0.31
H -4.14407 -7.33657 -15.28763 0.37
H -4.77317 -5.13525 -16.40235 0.38
H -5.96563 -4.48761 -13.75985 0.38
H -6.96273 -4.62463 -15.20249 0.42
H -5.67871 -1.48589 -16.45798 0.27
H -6.25102 -3.04256 -17.14294 0.32
H -4.55405 -2.62971 -16.90888 0.20
H -3.37245 -3.97856 -15.24537 0.30
H -3.98869 -4.22081 -13.91764 0.34
```

2.
Density functional theory data (ωB97M-V/def2-TZVPD) for C35H27BrF5IN4O6OsPS2Se as an isolated structure.

Calculated values
- highest occupied orbital energy (alpha / beta) (eV) = -7.50 / -8.47
- HOMO-LUMO gap (alpha / beta) (Ha) = 0.254 / 0.256
- 2S+1 = 6
- charge = 0
- E (eV) = -245480.9312

Geometry as XYZ:
```
84
Properties=species:S:1:pos:R:3:mulliken_spin:R:1
Os 1.17195 -0.42142 0.01639 3.73
C 6.22558 1.63630 3.31211 0.00
C 5.61769 0.26039 3.24514 0.00
O 4.17752 0.41281 3.17066 0.00
P 3.30960 -0.57640 2.31334 0.00
S 1.40005 -0.19187 2.66477 0.21
S 3.72806 -0.51587 0.35218 0.22
O 3.77668 -1.96381 2.93612 0.00
C 3.26689 -3.22138 2.45088 0.01
C 3.87828 -4.30170 3.30485 0.00
H 7.31443 1.55277 3.31510 0.00
H 5.91224 2.15640 4.21806 0.00
H 5.92341 2.22686 2.44643 0.00
H 5.83356 -0.32803 4.13389 0.00
H 5.97432 -0.28797 2.37113 0.00
H 3.53902 -3.33079 1.40301 0.00
H 2.18131 -3.21052 2.53157 0.00
H 4.96789 -4.28234 3.22774 0.00
H 3.52620 -5.27528 2.96505 0.00
H 3.59911 -4.17525 4.35161 0.00
O -0.11128 -0.57542 -2.27215 0.10
C 0.90036 -0.01370 -2.72326 -0.01
O 1.83518 0.42395 -1.95016 0.05
C 1.06045 0.16095 -4.19871 0.02
C 0.17778 -0.48129 -5.05696 0.00
C 0.31155 -0.33972 -6.43052 0.00
C 1.32098 0.45350 -6.95282 0.00
C 2.18114 1.09063 -6.07756 0.00
C 2.07877 0.95724 -4.70798 0.01
N 3.25460 1.95075 -6.64029 0.00
O 3.98312 2.53409 -5.86275 0.00
O 3.34088 2.01801 -7.85188 0.00
H -0.60907 -1.09279 -4.63350 0.00
H -0.37441 -0.84405 -7.10045 0.00
H 1.44921 0.57976 -8.01779 0.00
H 2.76973 1.45990 -4.04680 0.00
Br -0.96544 3.59966 2.05879 0.00
C 0.03571 5.04916 1.37818 0.00
C -0.32815 6.32858 1.78130 0.00
C 0.38497 7.42647 1.32651 0.00
C 1.46308 7.24677 0.47188 0.00
C 1.82076 5.97116 0.06818 -0.01
C 1.10637 4.86668 0.51619 0.01
I 1.71874 3.00594 -0.20187 0.05
H -1.16887 6.45066 2.45070 0.00
H 0.09554 8.42091 1.64348 0.00
H 2.02904 8.09840 0.11460 0.00
H 2.65924 5.82717 -0.60248 0.00
F 2.48568 -8.02792 1.30584 0.00
C 2.01904 -6.83171 0.96032 0.02
C 2.65089 -6.09888 -0.02398 -0.01
F 3.72925 -6.59863 -0.62562 0.00
C 2.16172 -4.85406 -0.37050 -0.01
F 2.80823 -4.19633 -1.33139 0.00
C 1.04189 -4.30880 0.24447 0.08
Se 0.19883 -2.73903 -0.44558 0.36
C 0.44295 -5.06372 1.24031 0.01
F -0.63483 -4.61131 1.88618 0.00
C 0.91569 -6.31040 1.60141 -0.01
F 0.31746 -7.01194 2.56418 0.00
N -6.05684 -0.01625 1.42970 0.00
C -7.36343 0.18164 1.02907 0.00
C -8.58827 -0.06936 1.64606 0.00
C -9.71833 0.27597 0.93254 0.00
C -9.63298 0.85176 -0.34978 0.00
C -8.41454 1.09800 -0.94763 0.00
C -7.25998 0.75826 -0.23991 0.00
N -5.92605 0.90483 -0.59557 0.00
C -5.25302 0.43520 0.41443 0.00
C -3.78198 0.39403 0.47436 0.00
C -3.09124 -0.28331 1.47204 -0.01
C -1.71231 -0.29298 1.45025 -0.02
N -1.00007 0.33176 0.50725 0.24
C -1.66842 0.99809 -0.44703 -0.01
C -3.04431 1.05367 -0.49808 -0.02
H -5.75618 -0.39694 2.30834 0.00
H -8.65602 -0.51694 2.63077 0.00
H -10.69355 0.10197 1.36935 0.00
H -10.54694 1.10340 -0.87312 0.00
H -8.34375 1.53616 -1.93609 0.00
H -3.59936 -0.82698 2.25959 0.00
H -1.15178 -0.82913 2.20397 0.00
H -1.07095 1.52518 -1.17390 -0.01
H -3.55025 1.59846 -1.28415 0.00
```